Record 1
C38H76Cl2Cu2N10O14Pd | ωB97M-V/def2-TZVPD

Results
- Total charge: +4
- Spin multiplicity: 5
- Kohn-Sham gap (alpha / beta): 6.9 / 2.5 eV
- E_LUMO (alpha / beta): -0.3677 / -0.5284 Eh

Structure (XYZ):
```
143
Properties=species:S:1:pos:R:3:forces:R:3
H 4.893873 16.626405 -18.644689 -0.1511 -0.2752 0.2137
O 3.004033 7.128357 -18.681015 -0.8349 0.4752 -0.1071
O 0.738852 14.248820 -16.799348 1.2560 -2.2520 0.1470
C 0.075404 11.434902 -23.213971 0.1113 1.2619 -1.0883
H -1.549249 9.059653 -15.646902 0.1378 -0.3455 -1.1632
H -2.629937 7.888085 -15.019565 -0.3651 0.0957 0.2164
C 1.821751 10.827348 -16.942160 2.8703 -5.4027 -0.8852
H 3.167254 8.251987 -11.794301 0.0811 0.2691 0.3124
O 5.268007 15.485084 -13.618479 -0.1769 0.1131 0.6186
C -1.328935 12.318370 -10.974081 4.2863 -0.4315 -2.3671
H 1.604304 14.340327 -19.955560 -0.2279 -0.3782 -0.1111
H -4.315086 6.690795 -16.339336 -0.2683 0.0398 0.1868
H -2.549147 7.508310 -19.020214 0.0823 0.0123 0.1995
O -1.006394 8.519036 -18.135798 2.6208 0.1562 -0.5254
H 2.240014 15.619321 -20.905891 -0.6159 0.5712 -0.3285
C 5.242739 14.363483 -17.198974 -0.5557 0.0365 -1.3316
C 4.830207 7.005657 -12.345001 -0.0108 0.9394 -0.4208
H -4.158399 10.530141 -21.260505 0.2038 0.5213 -0.2869
H -2.914651 10.163078 -20.104949 -0.2849 -0.4466 0.3491
H 0.539722 9.945887 -11.809330 0.1055 0.0556 0.0327
H -4.621336 6.920190 -18.004938 0.6879 0.5576 -0.4286
H 5.844524 7.068329 -12.739132 -0.1123 0.2967 -0.1542
C 0.444749 6.172571 -13.220596 1.3682 -0.7849 0.9149
H 4.014862 16.019482 -11.156941 0.8097 -0.2468 -0.6956
O -0.756762 16.113721 -18.568030 -0.2774 0.5563 1.4427
H -3.206272 9.488621 -15.576271 -0.4558 -0.2481 -0.1053
C 4.160290 8.410202 -12.214943 0.1898 -2.0771 -1.2070
C 1.171725 11.901001 -17.267392 -2.0398 7.1478 0.8949
C -3.800297 10.778888 -20.261514 -0.1110 -0.5777 -0.6453
O -3.674480 14.315460 -20.629772 0.3458 -0.8813 -0.3380
H 5.824786 13.550239 -13.624571 0.3685 0.0221 0.3475
H 4.785213 4.161930 -19.394632 0.1284 -0.2348 0.3807
O 5.065821 15.258023 -16.404971 -0.6081 1.3190 1.2071
H -0.402099 6.579884 -12.668289 -0.0713 -0.0415 -0.3353
C -0.187769 15.042491 -21.962660 0.0985 2.0009 0.8217
O 0.916100 9.012021 -20.723552 -0.2838 -0.8501 0.4507
C 0.573990 8.317418 -14.274626 0.9461 -0.2795 -0.9110
C 4.723723 12.613098 -11.542244 -0.1452 0.6087 0.3015
C -2.642924 12.379680 -18.828974 -0.1888 0.6308 -1.6931
C 5.436613 5.141979 -16.887123 -0.5734 -0.8403 0.2378
C -1.728805 12.429017 -15.262585 -0.1187 -0.4915 -0.8054
Cu 3.722781 16.259578 -14.929041 1.0653 -0.8698 -0.0285
H -0.662963 10.835530 -23.746581 0.3651 -0.4634 0.2372
H -3.329092 12.089654 -18.033255 0.4324 0.4207 0.5107
O 2.776625 14.246124 -14.752702 -0.5230 -0.9683 -0.7364
H -1.076537 12.386315 -14.390329 0.0586 0.2037 0.1394
O 1.608652 9.809954 -17.679089 0.7999 -0.6518 1.3199
H 0.389295 5.084175 -13.241040 -0.5210 0.0334 -0.8372
H 0.660459 8.752718 -15.270186 -0.2031 0.3656 0.1058
H 4.408682 15.729006 -20.080027 0.0222 -0.3125 0.0713
H 0.212242 14.029235 -21.999974 -0.2157 0.1532 -0.0309
H 3.236045 4.921810 -19.509799 0.1146 0.3788 0.3259
O -1.920198 15.156124 -16.107012 -1.1853 -0.1915 0.4800
H -2.159293 11.433642 -15.372147 -0.0648 -0.0919 0.1938
C -4.270562 7.450567 -17.119632 -0.0342 -0.1456 1.4764
C -3.831378 13.115507 -20.838776 -1.0154 1.8161 -0.2665
N 0.689619 10.825058 -22.064883 0.4319 -0.1905 1.0562
C 0.989843 6.286940 -15.600842 -1.3162 -0.9467 0.1767
H 1.040398 5.198595 -15.442291 0.3807 -0.0166 -0.5391
H 1.523850 11.086623 -10.806382 0.4743 -0.9556 0.1437
H 6.127486 12.625347 -18.851368 -0.3338 0.0029 0.2273
N 0.050384 15.635972 -20.601970 0.9943 -1.3643 -1.1289
H -1.942404 16.022070 -20.212404 0.1563 -0.2012 0.1056
H -4.647586 13.570713 -14.038366 0.0194 0.0849 -0.4527
H -1.233810 15.147253 -22.250624 -0.0356 -0.4123 0.2414
H 3.720952 12.248291 -11.764646 -0.1285 -0.3541 -0.2967
H 6.125422 13.653088 -20.236580 0.1875 0.4617 0.2241
O 0.994884 6.853434 -16.679550 0.4860 0.5760 -1.6818
H 3.771754 11.923552 -14.254469 0.3172 -0.1049 0.0092
C 0.685925 12.693978 -12.376811 -1.1833 -0.2229 -1.0756
N -3.372959 12.134056 -20.080985 1.1264 -1.1985 1.0893
N -2.902866 7.989968 -17.051883 0.5087 0.3579 -1.6811
H 1.687605 15.857045 -19.219890 -0.1738 0.5020 -0.2424
C 5.363013 14.382325 -13.070863 -1.0489 0.4723 -0.7754
H 0.850586 11.774024 -23.901142 0.1216 -0.4714 -0.2954
H -3.368423 12.860234 -13.172111 0.2061 -0.4041 0.2530
C 5.550668 13.408540 -19.343287 -0.2162 -1.4976 -1.4993
Cl 4.955289 6.273033 -10.797564 0.0407 -0.8174 1.4445
N 0.698837 6.876076 -14.466494 -1.1042 0.8804 2.0999
H -1.118417 12.523167 -16.160732 -0.1966 0.7351 0.1262
H 4.806196 12.521651 -10.459222 0.4109 -0.0594 -0.0528
H 0.356443 15.730982 -22.609138 0.1592 -0.5233 -0.4718
H -0.439381 12.377233 -23.026642 -0.1937 -0.1466 0.7822
C 3.137427 11.966105 -15.127519 0.5039 2.7942 1.7696
H 1.073298 12.007466 -13.129644 0.5179 -0.2159 0.3423
O -2.052873 11.744306 -10.143124 -0.3912 -0.1409 0.2485
C -2.879158 14.632605 -15.548991 1.5076 -0.0848 -0.3010
N -0.105511 11.891417 -11.432712 -3.6028 1.4136 1.3351
H 2.372196 12.184455 -21.820804 -0.3561 -0.1211 -0.6984
H 4.599446 13.052939 -19.739308 0.0157 -0.7257 -0.1134
H -2.343552 13.422499 -18.933831 -0.5137 0.2798 0.9431
C 0.421288 9.556768 -21.723997 0.0146 1.1187 0.0015
H 2.279490 10.906413 -20.679770 -0.2909 -0.2264 -0.0672
C -2.116496 8.000257 -18.135345 -1.5600 -0.6625 0.7940
H 4.269956 6.312052 -12.971996 -0.2547 0.3483 -0.1999
C 1.374433 13.202353 -16.574638 0.3058 -0.1133 -0.1214
N 4.405283 5.518397 -17.817078 -1.6358 3.3831 -1.1924
H -0.329790 8.603914 -13.736851 -0.1912 -0.2521 -0.2602
H 1.467571 13.295044 -11.912203 -0.2110 -0.1258 0.0909
C 1.457337 15.396650 -20.180672 -0.6995 -0.3894 1.0938
H 4.056329 8.753631 -13.244194 0.0793 0.5953 0.0987
C 3.957837 4.534503 -18.790693 -0.5098 -0.1595 -0.1220
Pd 0.143499 16.267121 -16.596469 -0.0156 0.5613 -0.1143
C -2.547606 8.648442 -15.796208 -0.0255 -0.3373 0.6160
H -0.013053 13.244118 -13.006798 0.1867 0.7569 0.4488
H 2.909282 14.716498 -11.130961 -0.1393 -0.3534 -0.2434
H -4.468130 12.709720 -21.640075 0.0934 0.3214 -0.2856
H -1.683899 11.862187 -18.805197 -0.2149 -0.6865 0.0371
H 6.399726 5.039111 -17.387049 0.2862 0.8776 0.4346
H 5.483798 12.016017 -12.046127 -0.1451 0.1665 0.0857
N -2.836087 13.345015 -15.123087 -0.2423 0.1427 0.1242
O 3.671703 9.838648 -15.518598 -2.2552 2.0160 -1.5319
N 4.790350 14.020346 -11.921209 -0.5386 1.0311 0.9166
C 3.973036 14.936497 -11.040866 0.1977 -0.5779 -0.0642
C 5.155217 15.786085 -19.287857 -0.0851 0.5048 0.9757
H 5.256239 4.121051 -16.550543 -0.3679 -0.1019 0.0270
H 5.243059 5.760610 -16.010803 1.2193 0.2011 -0.0088
N 5.238295 14.514932 -18.527957 0.8482 1.3493 0.0170
H 0.462923 11.801791 -18.076185 -0.1178 0.3739 0.0125
H -4.190653 11.915461 -14.458623 -0.0309 -0.0467 0.2172
C 1.654716 11.585721 -21.259697 0.5567 -0.0750 0.3062
H 1.336640 6.268972 -12.601453 0.0221 0.4859 0.4187
Cu 1.006385 7.871094 -18.714813 0.7837 1.2194 1.1447
H 5.313672 13.312386 -16.879044 0.3297 -0.0656 -0.0815
H -1.600457 13.255472 -11.484286 -0.7799 0.0462 0.5911
H -0.298448 9.155186 -22.454021 0.1540 -0.7395 0.4929
H -3.833980 15.131270 -15.321295 0.1773 0.0702 -0.1661
C 3.897928 6.811804 -17.856517 0.3648 -2.9760 -0.1418
C -0.948331 15.922259 -19.749752 0.7416 -0.0897 -1.5176
H -4.938888 8.264845 -16.839661 -0.2708 -0.1827 -0.2290
H 3.443978 3.764572 -18.215162 0.2918 -0.4279 -0.2860
H -4.666930 10.531595 -19.648408 0.2675 -0.2154 0.6057
C 2.939595 10.852168 -15.860522 0.8172 -5.2158 -0.4401
C 2.529703 13.224864 -15.409196 -1.7202 1.2244 -0.8593
H 4.328588 7.501450 -17.114132 -0.2493 -0.0820 -0.2038
H 1.215047 12.276868 -20.540598 -0.5666 -0.1242 -0.0757
C 0.531367 10.682634 -11.006062 0.9136 -0.2737 0.6747
H 4.221058 14.740530 -9.997704 0.2312 -0.1231 -0.0923
H 6.106384 16.077539 -19.733320 0.1407 -0.4582 -0.0005
H 0.142695 10.240559 -10.088685 -0.2478 0.2203 -0.0959
Cl 5.147186 9.468080 -11.233571 -0.0803 0.2512 0.1121
C -3.804115 12.893101 -14.170705 -0.8045 -0.0198 0.3843
H 1.427660 8.637191 -13.677057 0.1392 0.1715 0.0645
```
Positions in Å, forces in eV/Å.

Record 2
C6H11N | ωB97M-V/def2-TZVPD

Results
- Energy relative to the best compared isomer or geometry (same formula, charge and spin): 409.7 kJ/mol
- SMILES: CC1C[C@@H]2N[C@H]2C1
- Kohn-Sham gap: 9.5 eV
- E_LUMO: 0.0405 Eh

Structure (XYZ):
```
18
Properties=species:S:1:pos:R:3:forces:R:3
H 0.045429 1.715830 -1.046595 -0.0129 -0.1120 -0.0518
C -0.799022 0.179490 0.428161 0.2069 -0.7295 -0.6281
H -1.198691 0.365515 1.413155 0.1148 0.2638 0.4322
H 0.344169 -1.638562 1.379458 -0.5250 1.0302 -1.0129
C -1.959183 -0.057558 -0.493645 -2.5356 1.8083 0.5780
H -0.563941 -1.936510 -0.088941 -0.3336 -0.5478 -0.4774
N 2.532288 -0.116091 -0.452976 0.4449 -0.0330 -1.6688
C 1.480636 0.591997 0.211151 0.4899 0.7790 2.5011
H 0.849392 -0.440066 -1.461431 -0.4116 -0.2612 0.1478
H 0.087176 2.126558 0.712257 0.1490 0.3319 -0.5960
H 1.654653 0.535996 1.342531 -0.6200 -0.2073 -1.3940
C 1.174106 -0.660725 -0.442819 -0.4078 -1.0542 -0.9551
H -1.657570 -0.184882 -1.513581 0.1768 0.2231 -0.7149
H 3.046821 -0.497255 0.285553 1.4512 -0.5440 1.2020
C 0.234831 1.341109 -0.043970 -1.6018 0.8179 1.3834
H -2.540846 -0.949660 -0.246016 0.2211 -0.0292 0.2584
H -2.733715 0.795736 -0.374316 1.2322 -1.1112 -0.6715
C 0.003474 -1.170916 0.392029 1.9617 -0.6246 1.6675
```
Positions in Å, forces in eV/Å.

Record 3
C4H12N2O | ωB97M-V/def2-TZVPD

Results
- Energy relative to the best compared isomer or geometry (same formula, charge and spin): 186.8 kJ/mol
- SMILES: NCCNCCO
- Kohn-Sham gap: 9.7 eV
- E_LUMO: 0.0382 Eh

Structure (XYZ):
```
19
Properties=species:S:1:pos:R:3:forces:R:3
H -0.172703 1.728982 0.037876 0.3439 0.1796 -0.2824
H -0.188727 -0.344602 -1.557214 -0.1367 0.3126 -0.4197
H 2.251072 0.499717 0.047902 -0.0583 0.2297 -0.0183
H -2.680181 0.050929 1.925568 -0.2500 0.4600 -0.0592
H -2.459275 1.198681 0.555938 -0.5617 0.8243 -0.3105
H 2.586482 -1.242091 -1.825872 -0.0100 -0.0478 0.1696
N 1.589253 -1.432154 -1.787313 -0.1964 0.2047 -0.2696
C -0.676905 0.642023 1.615787 -0.2621 -0.1130 0.9922
O -2.076900 -0.758123 0.176197 -0.2564 0.1878 -0.1512
H 1.177538 -0.723466 0.633250 0.0676 -0.2109 -0.4352
C 0.876236 -0.168245 -1.461539 1.3472 -0.7783 0.6887
C 1.207828 0.169020 -0.003861 -0.4232 -0.2948 0.7504
C -2.064620 0.357516 1.074792 0.7125 -1.3853 0.4197
H 1.359009 -1.714336 -2.735629 -0.1024 -0.0262 0.0854
H -0.398181 -0.251778 2.172541 0.6528 -0.4437 -0.4746
H -0.761069 1.320407 2.480197 -0.1494 0.4348 -0.4668
N 0.315623 1.111001 0.669389 -0.1460 0.3105 -0.0541
H -1.183872 -1.077380 0.054640 0.2398 -0.1178 0.0507
H 1.299398 0.633899 -2.072652 -0.8111 0.2740 -0.2150
```
Positions in Å, forces in eV/Å.

Record 4
C3H7NO | ωB97M-V/def2-TZVPD

Results
- Energy relative to the best compared isomer or geometry (same formula, charge and spin): 122.3 kJ/mol
- SMILES: [H]/N=C/OCC
- Kohn-Sham gap: 11.2 eV
- E_LUMO: 0.0407 Eh

Structure (XYZ):
```
12
Properties=species:S:1:pos:R:3:forces:R:3
N 0.198907 1.694124 -0.591147 -0.1715 0.4021 -0.0755
C -0.533251 1.504669 0.422119 0.4678 -0.0562 -0.4194
C 0.560964 -0.585316 0.524878 -0.0835 -0.2043 0.3147
H 0.840290 -1.122119 1.423934 0.0630 -0.3762 -0.0190
H -1.254023 2.222296 0.842019 0.1790 -0.4760 0.0478
O -0.443770 0.348723 1.087136 0.7165 0.0039 -0.4146
H 1.483442 -0.139810 0.096088 -0.9332 0.3662 0.5004
H -1.011911 -1.895168 -0.090047 0.0217 -0.0685 -0.1187
H -0.358877 -0.884678 -1.401387 0.0384 -0.0734 0.1398
H 0.058965 2.613346 -0.978529 -0.1340 0.3007 -0.1235
H 0.560400 -2.287356 -0.821346 -0.0563 0.1800 0.1221
C -0.101136 -1.468710 -0.513716 -0.1080 0.0016 0.0460
```
Positions in Å, forces in eV/Å.